ORCA calculation (ωB97M-V/def2-TZVPD) on a molecular structure, C38H56BaN7O3Si3.

Relative energy (zero: lowest compared OMol25 entry of this formula, charge and spin) ... 0.6387 eV
Largest force on an atom ... 2.635 eV Å⁻¹
Calculated total energy ... -2984.95025 Ha
Lowest unoccupied orbital energy ... 1.886 eV
Net charge ... -1

XYZ file:
```
108
Properties=species:S:1:pos:R:3:forces:R:3:lowdin_charge:R:1
Ba -0.98833 -0.41087 0.36232 -1.149 1.664 -1.688 1.98
C 0.41011 1.84351 -2.27664 -0.076 -0.022 -0.086 -0.03
C 0.43887 0.53661 -2.99558 -0.053 -0.003 0.153 -0.32
C 0.70967 0.45425 -4.36084 -0.080 0.039 -0.038 -0.05
C 0.77221 -0.78063 -4.96717 -0.041 -0.065 -0.052 -0.06
C 0.57986 -1.92124 -4.20085 0.026 0.031 -0.086 -0.02
C 0.32511 -1.76376 -2.84940 -0.070 -0.130 0.260 -0.24
N 0.24231 -0.56550 -2.26229 -0.021 -0.108 -0.155 0.09
C 0.10611 -2.96905 -1.98034 -0.067 0.239 0.010 -0.21
C 0.70849 -4.18410 -2.28474 0.001 -0.033 -0.071 -0.02
C 0.38783 -5.28698 -1.51889 -0.020 -0.070 0.064 -0.04
C -0.49580 -5.15101 -0.46293 0.114 -0.189 0.090 -0.01
C -0.98947 -3.89236 -0.16498 -0.299 0.244 0.059 -0.21
N -0.69924 -2.83137 -0.92374 0.067 -0.330 -0.298 0.05
C -1.94218 -3.65472 0.97961 0.180 0.109 -0.374 -0.22
C -2.16072 -4.59194 1.96652 -0.063 -0.151 0.194 -0.01
C -3.11750 -4.31648 2.94053 0.133 -0.128 -0.045 -0.05
C -3.80663 -3.12850 2.90016 -0.064 0.127 0.009 -0.03
C -3.50157 -2.20544 1.89963 0.084 0.050 -0.113 -0.33
C -4.15189 -0.84959 1.84963 0.126 -0.094 0.001 -0.03
N -2.58530 -2.47835 0.97097 -0.515 -0.498 0.024 0.00
H 0.47539 2.68092 -2.97166 0.001 -0.004 0.005 0.09
H 1.29365 1.85249 -1.62011 0.019 0.006 0.022 0.04
H -0.50535 1.94729 -1.68531 0.014 -0.029 0.001 0.05
H 0.87251 1.36429 -4.92262 0.005 -0.014 -0.002 0.12
H 0.97294 -0.86277 -6.02828 0.002 0.000 0.011 0.11
H 0.60722 -2.90439 -4.64957 -0.001 0.018 0.001 0.11
H 1.41611 -4.25334 -3.09851 -0.007 -0.010 0.006 0.11
H 0.82591 -6.25204 -1.73998 -0.004 0.004 0.001 0.11
H -0.77496 -6.00955 0.13010 0.025 0.003 -0.007 0.11
H -1.59541 -5.51215 1.99643 -0.018 0.002 0.011 0.10
H -3.30661 -5.03317 3.73007 0.000 0.003 -0.005 0.11
H -4.54229 -2.87694 3.65152 0.010 -0.003 0.001 0.12
H -5.21589 -0.91889 2.07749 0.003 -0.001 -0.002 0.09
H -4.02949 -0.38268 0.86789 -0.037 -0.053 0.064 0.05
H -3.69038 -0.20840 2.60635 0.005 -0.026 -0.002 0.08
C -0.98922 2.42359 3.41973 0.012 -0.018 0.005 -0.02
C -2.02942 2.75526 2.38480 0.080 -0.062 -0.115 -0.36
C -2.93543 3.77632 2.59477 -0.049 0.019 -0.029 -0.08
C -3.87538 4.02445 1.58918 -0.011 0.037 0.036 -0.10
C -3.88193 3.27487 0.44475 0.058 -0.051 -0.039 -0.05
C -2.92048 2.23044 0.26722 0.103 -0.085 -0.074 -0.49
N -2.01567 2.00678 1.27309 -0.238 0.260 0.054 -0.01
N -2.83058 1.43539 -0.80960 0.046 0.056 0.387 -0.18
Si -3.70942 1.54874 -2.25679 0.070 -0.134 0.099 0.32
C -5.55146 1.23268 -2.05403 -0.198 -0.068 0.045 -0.19
C -3.07466 0.21551 -3.41767 0.068 -0.090 -0.077 -0.17
C -3.51049 3.20127 -3.12173 0.026 0.200 -0.093 -0.18
H -0.88363 3.23261 4.14267 -0.007 0.003 -0.002 0.08
H -0.02167 2.24965 2.94592 -0.022 -0.005 -0.002 0.06
H -1.27512 1.51716 3.95827 -0.007 0.004 -0.012 0.06
H -2.90336 4.36332 3.50221 -0.003 0.004 -0.004 0.09
H -4.60168 4.82105 1.71309 0.000 0.000 -0.002 0.10
H -4.60108 3.47168 -0.33992 0.009 -0.006 0.014 0.07
H -5.71932 0.20045 -1.72907 -0.011 0.039 -0.016 0.02
H -6.08007 1.37731 -3.00182 -0.008 -0.015 0.030 0.02
H -6.00594 1.88950 -1.30771 0.002 -0.016 -0.035 0.01
H -2.71116 -0.65058 -2.85530 -0.041 0.012 -0.022 0.02
H -2.24663 0.57536 -4.03536 -0.012 -0.031 0.035 0.02
H -3.86802 -0.12895 -4.08863 0.042 0.021 -0.005 0.03
H -4.15722 3.97288 -2.69553 0.033 -0.006 -0.014 0.02
H -3.74498 3.11800 -4.18767 -0.008 0.018 0.027 0.02
H -2.47649 3.54642 -3.02680 -0.034 -0.009 -0.037 0.02
C 3.60132 3.90748 -1.61153 -0.022 0.074 -0.096 -0.19
Si 3.59238 2.66168 -0.16134 -0.004 0.346 0.108 0.32
C 5.21131 3.05541 0.74705 0.138 0.012 0.117 -0.22
C 2.24796 3.22381 1.05114 -0.078 0.038 0.076 -0.20
C 3.31302 0.98550 -0.64869 -0.281 -0.075 0.174 -0.37
Si 4.27857 -0.03478 -1.71265 0.149 -0.250 -0.204 0.32
C 4.18290 0.38128 -3.56149 -0.036 0.014 -0.183 -0.19
C 6.15121 -0.05937 -1.41145 0.173 0.003 0.066 -0.21
C 3.73548 -1.85029 -1.57773 -0.094 -0.129 0.022 -0.18
H 2.88639 4.72127 -1.44470 0.026 -0.031 -0.020 0.01
H 3.31921 3.39967 -2.53833 0.003 0.054 0.006 0.00
H 4.58509 4.36535 -1.76167 -0.034 -0.031 -0.001 0.01
H 5.29056 4.10941 1.04163 -0.010 -0.045 -0.021 0.01
H 6.07473 2.81322 0.11849 -0.018 0.003 0.024 0.01
H 5.27808 2.43618 1.64777 0.039 0.043 -0.014 0.01
H 2.33207 4.28750 1.30008 -0.003 -0.046 0.004 0.02
H 2.33698 2.65304 1.98306 -0.017 0.019 -0.039 0.02
H 1.24272 3.05099 0.65149 0.016 0.013 0.003 0.01
H 2.63880 0.44561 0.01615 0.066 -0.083 0.060 -0.04
H 4.45952 1.42807 -3.73071 -0.007 -0.032 0.003 0.02
H 3.16056 0.24805 -3.92787 0.171 0.017 0.006 -0.01
H 4.85176 -0.24627 -4.16350 -0.027 0.029 0.015 0.02
H 6.58659 0.92234 -1.63041 -0.008 -0.034 0.023 0.01
H 6.67465 -0.80042 -2.02766 -0.027 0.030 0.017 0.01
H 6.34750 -0.27593 -0.35683 0.043 -0.005 -0.045 0.02
H 2.64012 -1.89353 -1.59950 0.122 -0.017 0.022 0.00
H 4.07566 -2.26311 -0.62179 0.005 0.014 -0.036 0.02
H 4.12997 -2.47556 -2.38700 -0.013 0.023 0.033 0.03
O 2.13052 -3.61391 1.03193 -0.078 0.180 -0.072 -0.06
H 2.53333 -3.61557 0.15533 0.048 -0.001 0.040 0.01
H 1.92754 -2.66855 1.16538 0.036 -0.098 -0.042 0.00
C -0.49549 -1.20957 6.55982 0.061 -0.005 -0.040 -0.03
N -0.01670 -1.14657 5.18955 0.091 0.008 0.097 -0.05
C 1.31736 -1.13442 4.90216 -0.045 0.001 0.091 -0.06
C 1.76724 -1.05559 3.64237 -0.027 0.003 0.010 0.02
C 0.77915 -0.98121 2.59329 0.157 0.017 -0.050 -0.56
O 1.14067 -0.89160 1.37735 1.005 -0.559 1.050 -0.33
N -0.54143 -0.99471 2.88347 0.384 -0.238 0.967 0.03
C -0.97740 -1.07819 4.17172 0.040 0.087 -0.275 -0.53
O -2.16162 -1.08028 4.49721 -0.024 -0.011 -0.010 0.02
H 0.35039 -1.05858 7.22791 -0.009 -0.015 0.016 0.08
H -0.95932 -2.17357 6.76921 -0.011 -0.017 -0.013 0.09
H -1.24178 -0.43730 6.72867 -0.001 0.029 -0.013 0.09
H 1.98094 -1.18696 5.75564 -0.010 0.002 0.014 0.12
H 2.81676 -1.03431 3.39416 -0.016 0.005 -0.007 0.12
```
Forces are in eV/Å.



ORCA calculation (ωB97M-V/def2-TZVPD) on a molecular structure, C38H56ClN15O6RbS.

Relative energy (zero: lowest compared OMol25 entry of this formula, charge and spin) ... 0.0955 eV
Largest force on an atom ... 0.885 eV Å⁻¹
Calculated total energy ... -3636.71720 Ha
Lowest unoccupied orbital energy ... 2.152 eV
Net charge ... -1

XYZ file:
```
118
Properties=species:S:1:pos:R:3:forces:R:3:lowdin_charge:R:1
Rb 1.03850 1.94070 0.31686 -0.441 -0.700 -0.316 0.82
C -5.08194 -3.32266 1.35312 0.062 0.024 0.005 -0.07
C -4.06279 -2.32088 1.82923 -0.040 0.001 0.036 -0.30
C -3.26813 -2.53930 2.95763 0.017 -0.004 -0.061 -0.07
C -2.29303 -1.64510 3.33887 0.039 -0.013 -0.010 -0.04
C -2.00910 -0.44175 2.62849 0.059 -0.054 0.114 -0.27
N -0.97294 0.36749 2.93629 0.032 0.073 -0.188 0.09
C -0.62110 0.49584 4.24416 0.005 -0.053 0.087 -0.26
C -1.58060 0.67893 5.27163 0.028 0.026 -0.012 -0.03
C -1.24252 0.87164 6.59520 0.031 0.027 -0.001 -0.07
C 0.08764 0.90501 7.01245 -0.035 -0.028 0.016 -0.30
C 0.47163 1.12826 8.45257 0.001 0.011 -0.052 -0.07
C 1.04875 0.72769 6.02964 0.033 0.026 0.025 0.00
C 0.72022 0.51721 4.69731 -0.038 0.000 0.006 -0.13
N 1.81303 0.26622 3.80965 -0.052 -0.089 0.030 -0.10
C 2.73376 -0.71667 3.93935 -0.033 -0.013 -0.032 -0.08
C 3.68114 -0.51935 2.96317 -0.032 0.032 -0.048 -0.07
C 3.23897 0.63005 2.28249 0.148 -0.035 0.151 -0.20
N 2.11700 1.09842 2.80934 0.114 0.072 -0.022 0.01
C -2.87952 -0.21571 1.53313 -0.021 -0.054 -0.039 -0.13
C -3.84271 -1.13903 1.14468 -0.006 0.018 -0.054 -0.02
N -2.88638 1.02503 0.82029 -0.080 -0.066 0.045 -0.08
C -3.98728 1.78830 0.63413 0.030 0.076 0.008 -0.08
C -3.63313 2.82263 -0.20036 0.054 0.019 0.020 -0.08
C -2.27061 2.59558 -0.46897 -0.103 0.156 0.148 -0.19
N -1.83310 1.50782 0.15807 0.005 0.022 -0.246 0.02
H -5.47050 -3.91691 2.18229 -0.008 -0.001 0.000 0.07
H -4.65651 -4.01752 0.62202 -0.007 -0.009 0.002 0.07
H -5.92745 -2.82247 0.87476 -0.014 -0.019 -0.003 0.06
H -3.40902 -3.44741 3.53764 0.009 0.012 0.013 0.10
H -1.68255 -1.86021 4.20785 -0.015 -0.015 0.007 0.11
H -2.62386 0.67300 4.97909 -0.005 -0.003 0.013 0.11
H -2.03087 1.01925 7.32768 -0.011 -0.019 -0.009 0.10
H -0.41592 1.18170 9.08431 0.002 0.000 0.010 0.06
H 1.02887 2.05952 8.58390 -0.009 0.000 0.005 0.07
H 1.10096 0.31837 8.82993 -0.004 0.001 0.015 0.07
H 2.10141 0.75216 6.29608 0.001 -0.013 -0.030 0.12
H 2.63071 -1.47416 4.69765 -0.030 0.010 0.008 0.12
H 4.54803 -1.12166 2.75350 -0.015 -0.022 0.006 0.08
H 3.70678 1.14925 1.45557 -0.055 -0.015 0.026 0.08
H -4.43976 -0.91282 0.26483 0.016 0.012 -0.002 0.11
H -4.91674 1.55000 1.12237 0.021 -0.054 0.026 0.12
H -4.25257 3.63351 -0.54447 0.010 0.010 0.018 0.09
H -1.59353 3.20243 -1.05151 0.027 -0.013 0.006 0.08
C 1.90862 6.42978 1.80859 -0.048 0.013 -0.014 -0.04
O 3.12103 6.06091 1.14435 0.009 0.032 0.014 -0.03
C 3.19835 4.76659 0.81108 0.190 -0.161 0.272 -0.61
O 2.43425 3.91050 1.19065 0.315 0.598 0.189 -0.10
N 4.31881 4.54651 0.05285 0.073 -0.014 -0.139 0.01
N 4.42669 3.26194 -0.51810 -0.058 0.042 -0.109 0.05
H 2.06981 7.44166 2.16996 0.002 0.003 -0.007 0.09
H 1.70438 5.75350 2.63597 0.014 0.005 0.015 0.09
H 1.08302 6.40798 1.09922 0.004 -0.019 -0.005 0.09
H 4.55239 5.33231 -0.54101 -0.075 -0.018 0.001 0.14
H 5.40229 3.09447 -0.72321 -0.017 -0.020 0.083 0.08
H 3.88866 3.24135 -1.38281 0.038 0.005 0.025 0.06
C 0.31302 -2.54788 0.97210 -0.052 0.027 0.011 -0.04
N 1.49591 -3.32297 0.68266 0.093 0.017 0.177 -0.11
C 1.38633 -4.75681 0.60395 -0.025 0.024 0.004 -0.15
C 2.77043 -5.13923 0.11052 0.000 0.000 -0.026 -0.16
N 3.14286 -3.97862 -0.67923 -0.004 0.010 -0.076 -0.09
C 4.48962 -3.96814 -1.19646 0.002 -0.024 0.043 -0.07
C 2.46799 -2.84580 -0.18166 -0.101 -0.049 -0.181 -0.36
N 2.57827 -1.60700 -0.43123 0.112 0.154 0.384 0.11
C 3.54917 -1.04300 -1.33781 -0.242 -0.088 -0.178 -0.23
C 3.05562 -1.19275 -2.78249 -0.020 -0.031 -0.095 -0.25
N 2.21640 -0.07561 -3.13932 0.063 0.041 -0.075 0.12
C 1.40610 -0.11086 -4.11979 0.052 0.009 -0.002 -0.36
N 1.12234 -1.11436 -5.06130 -0.007 -0.128 0.114 -0.09
C 2.13992 -1.92885 -5.68729 -0.033 0.116 -0.019 -0.07
C 0.10726 -0.63283 -5.98432 -0.034 0.000 0.008 -0.15
C -0.52703 0.52215 -5.22755 -0.012 0.009 0.039 -0.15
N 0.57175 0.95985 -4.39176 -0.069 0.005 -0.016 -0.10
C 0.30505 1.92880 -3.35254 -0.033 -0.030 -0.058 -0.06
H -0.08701 -2.84913 1.93803 -0.059 0.010 0.078 0.08
H -0.46358 -2.69046 0.21026 0.002 0.022 0.001 0.05
H 0.57087 -1.49526 1.01583 0.010 0.050 0.035 0.07
H 0.60614 -5.06889 -0.10671 0.013 0.023 -0.031 0.12
H 1.15096 -5.18514 1.58017 -0.015 -0.029 -0.018 0.12
H 2.77331 -6.03996 -0.50566 0.003 -0.014 0.012 0.12
H 3.46022 -5.29118 0.95390 0.009 0.027 0.001 0.12
H 4.72512 -4.97905 -1.53382 0.003 -0.002 0.004 0.08
H 5.23784 -3.67952 -0.44645 0.001 0.018 0.003 0.09
H 4.57756 -3.30746 -2.05463 0.018 -0.017 -0.007 0.06
H 4.55662 -1.45713 -1.23816 0.003 -0.010 0.082 0.08
H 3.62482 0.02552 -1.12527 0.047 0.017 -0.017 0.09
H 2.49629 -2.13727 -2.82015 0.066 -0.067 -0.133 0.11
H 3.91974 -1.28265 -3.45826 0.041 0.065 0.012 0.10
H 2.82076 -2.35117 -4.96220 0.064 -0.034 0.098 0.06
H 2.72186 -1.35964 -6.42760 0.002 0.007 0.011 0.09
H 1.64971 -2.75367 -6.20821 0.004 0.001 0.003 0.09
H -0.60366 -1.42618 -6.22324 -0.009 0.011 -0.021 0.12
H 0.56965 -0.28539 -6.91972 0.028 0.015 0.010 0.12
H -1.37773 0.18075 -4.62472 0.013 -0.004 0.025 0.09
H -0.85696 1.32633 -5.88709 -0.033 -0.003 -0.002 0.12
H -0.16707 2.80274 -3.79878 -0.029 0.026 0.049 0.09
H 1.24469 2.24349 -2.91179 -0.004 0.010 -0.012 0.05
H -0.34213 1.51615 -2.56525 0.004 -0.063 -0.040 0.07
O 1.57219 6.32965 -1.41050 -0.031 -0.032 0.024 -0.33
Cl 1.16062 5.08271 -1.99995 -0.025 0.102 -0.185 0.66
O 0.47207 5.31604 -3.24039 0.040 -0.015 0.099 -0.34
O 0.28384 4.37672 -1.08178 0.031 0.089 -0.096 -0.45
O 2.33457 4.26141 -2.24245 -0.034 0.025 -0.002 -0.38
C -4.75605 -2.77009 -2.60115 0.026 0.016 -0.020 -0.07
N -4.50345 -1.35543 -2.60334 0.019 -0.024 0.066 -0.18
C -5.49114 -0.41025 -3.08491 0.002 0.008 -0.011 -0.13
C -4.80710 0.93555 -2.82976 -0.004 -0.007 0.007 -0.14
N -3.40747 0.54387 -2.73918 0.014 0.032 -0.076 0.03
C -3.27169 -0.78814 -2.48573 -0.169 -0.012 0.088 -0.85
S -1.85675 -1.55177 -2.09514 0.112 -0.010 -0.102 0.67
H -5.60903 -2.99801 -1.95840 -0.007 -0.001 -0.006 0.08
H -3.87015 -3.27005 -2.21575 -0.006 -0.005 0.004 0.04
H -4.96493 -3.13823 -3.61205 0.002 -0.002 -0.005 0.09
H -6.42937 -0.51447 -2.53689 -0.017 0.000 -0.015 0.12
H -5.69768 -0.57102 -4.15079 0.020 -0.016 -0.008 0.12
H -5.14899 1.39098 -1.89800 0.027 -0.034 -0.003 0.10
H -4.96359 1.64386 -3.64253 -0.030 0.000 0.002 0.11
H -2.73644 1.16499 -2.30774 0.017 -0.041 -0.006 0.09
```
Forces are in eV/Å.